C58H63BrN2O13P2SSiW | ωB97M-V/def2-TZVPD

Values from the calculation:
* total charge: -2
* HOMO-LUMO gap (alpha / beta): 4.83 / 4.82 eV
* HOMO (alpha / beta): -0.05511 / -0.05443 hartree
* E_LUMO (alpha / beta): 3.33 / 3.33 eV

Geometry (Å):
W (-0.74964, 0.03360, 0.18215)
C (-3.23845, -3.64454, -3.77319)
C (-1.97386, -4.15539, -4.43743)
C (-1.60441, -3.38600, -5.69308)
O (-0.88611, -4.19458, -3.48023)
P (-0.19011, -2.86565, -2.88109)
O (-0.87765, -1.62948, -3.25067)
C (-0.02633, -3.43689, -1.18276)
P (0.97630, -2.51808, 0.06763)
O (0.88162, -1.13949, -0.65033)
O (2.55966, -2.72165, -0.17582)
C (3.56620, -3.62084, 0.30648)
C (3.78035, -3.47159, 1.80089)
C (3.38661, -5.06849, -0.12362)
O (0.93475, -4.00624, 0.99004)
C (0.08930, -4.68383, 1.89282)
C (-1.04712, -3.89936, 2.53596)
C (-0.48317, -5.91444, 1.18592)
O (1.27963, -2.86773, -3.52057)
C (2.16009, -3.98780, -3.58618)
C (3.56277, -3.43719, -3.40705)
C (1.98231, -4.70717, -4.91186)
H (-4.07695, -3.73309, -4.46847)
H (-3.12533, -2.60425, -3.47408)
H (-3.46303, -4.22344, -2.87775)
H (-2.10407, -5.21176, -4.69809)
H (-1.46895, -2.32933, -5.47095)
H (-2.40825, -3.49283, -6.42518)
H (-0.68379, -3.77210, -6.13326)
H (0.38549, -4.44357, -1.23212)
H (-1.05574, -3.50346, -0.81517)
H (4.45953, -3.23865, -0.20319)
H (2.88957, -3.77966, 2.34131)
H (3.99448, -2.43532, 2.05900)
H (4.61990, -4.09487, 2.11910)
H (2.48952, -5.49779, 0.31324)
H (4.25648, -5.64133, 0.20694)
H (3.32618, -5.14892, -1.20687)
H (0.74017, -5.04701, 2.70615)
H (-1.75577, -3.56291, 1.77675)
H (-0.69324, -3.03333, 3.08782)
H (-1.57358, -4.56511, 3.22480)
H (-1.18755, -5.61340, 0.40939)
H (-1.00916, -6.55933, 1.89342)
H (0.31352, -6.49246, 0.71512)
H (1.93183, -4.68118, -2.77087)
H (3.84753, -2.85861, -4.28823)
H (4.28571, -4.24493, -3.27197)
H (3.59036, -2.78015, -2.53964)
H (2.09355, -3.99336, -5.73021)
H (0.99656, -5.16436, -4.97845)
H (2.74084, -5.48563, -5.02076)
O (2.10659, 2.61162, 1.85845)
C (1.77797, 1.32847, 2.31517)
N (1.07507, 0.49134, 1.52012)
C (1.17996, -0.72432, 2.08530)
O (0.49203, -1.79609, 1.55080)
C (1.89866, -0.70709, 3.27063)
C (2.23237, -1.67081, 4.24997)
C (2.99896, -1.29446, 5.31164)
C (3.45567, 0.05648, 5.44112)
C (3.13386, 1.01511, 4.52706)
C (2.32530, 0.66754, 3.41045)
H (1.87981, -2.69125, 4.15091)
H (3.26599, -2.01776, 6.07270)
H (4.05838, 0.32388, 6.30162)
H (3.46871, 2.03274, 4.67401)
C (-3.87907, 2.04971, 0.50631)
Si (-2.02307, 2.12758, 0.91717)
C (-2.03282, 2.53040, 2.78853)
C (-1.51051, 3.79617, 0.10923)
C (-2.30784, 4.93183, 0.29053)
C (-2.00545, 6.15108, -0.29841)
C (-0.87864, 6.26857, -1.10135)
C (-0.06081, 5.16421, -1.28683)
C (-0.37439, 3.95343, -0.68379)
H (-4.41094, 2.97722, 0.73829)
H (-4.34980, 1.24702, 1.08187)
H (-4.01992, 1.81951, -0.55137)
H (-2.17134, 3.60365, 2.95098)
H (-1.11298, 2.22932, 3.28733)
H (-2.86302, 2.00876, 3.27384)
H (-3.19812, 4.86464, 0.90634)
H (-2.65295, 7.00650, -0.13909)
H (-0.64481, 7.21106, -1.58293)
H (0.82193, 5.23956, -1.91072)
H (0.27468, 3.09801, -0.85327)
O (5.52761, 6.34499, 6.84991)
C (4.29655, 6.80583, 6.50511)
O (3.86176, 7.78536, 7.05249)
C (3.56744, 6.03682, 5.45736)
C (2.20026, 6.27255, 5.30960)
C (1.46685, 5.57543, 4.37261)
C (2.09206, 4.64224, 3.53538)
S (1.11865, 3.85286, 2.31867)
C (3.46744, 4.43563, 3.64833)
C (4.18709, 5.11724, 4.61198)
H (5.68402, 5.49749, 6.41907)
H (1.72425, 6.99352, 5.96006)
H (0.40085, 5.74144, 4.28391)
H (3.95590, 3.74527, 2.97561)
H (5.25723, 4.93786, 4.65590)
C (-1.21123, 0.88619, -1.45843)
C (-1.24672, 1.48670, -2.57654)
C (-1.28154, 2.06270, -3.78427)
C (-0.18117, 1.79176, -4.73343)
C (0.64419, 0.67738, -4.53875)
C (1.69099, 0.40977, -5.40079)
C (1.95787, 1.24563, -6.48055)
C (1.16149, 2.36541, -6.67165)
C (0.10932, 2.63665, -5.80901)
C (-2.43058, 2.92937, -4.14540)
C (-3.04010, 3.71835, -3.16704)
C (-4.14655, 4.49599, -3.45863)
C (-4.67605, 4.51571, -4.74323)
C (-4.08354, 3.73546, -5.72609)
C (-2.97746, 2.95253, -5.43109)
H (0.43095, 0.00804, -3.71341)
H (2.29909, -0.46973, -5.22522)
H (2.77344, 1.02735, -7.15941)
H (1.36099, 3.04231, -7.49487)
H (-0.47757, 3.53344, -5.95669)
H (-2.62531, 3.71726, -2.16962)
H (-4.59105, 5.09560, -2.67321)
H (-5.54146, 5.12604, -4.97319)
H (-4.49040, 3.72488, -6.73119)
H (-2.54917, 2.32220, -6.20010)
Br (-5.83202, -3.13653, 6.01819)
C (-4.36601, -2.05877, 5.49790)
C (-3.61190, -1.41229, 6.46756)
N (-2.56129, -0.64661, 6.18619)
C (-2.23029, -0.49859, 4.90427)
C (-2.94305, -1.10396, 3.87294)
C (-4.03531, -1.90994, 4.16452)
C (-2.50709, -0.90466, 2.44695)
O (-3.17745, -1.47454, 1.53485)
O (-1.49935, -0.19444, 2.22854)
H (-3.87233, -1.52209, 7.51462)
H (-1.37018, 0.11732, 4.67625)
H (-4.58967, -2.39380, 3.37282)
O (-3.03137, -1.85738, -0.75596)
C (-2.44716, -1.17387, 0.01773)